1.
{"formula": "C42H48BN8O9PS3Tb", "method": "the ωB97M-V functional and the def2-TZVPD basis", "spin_multiplicity": 7, "total_charge": -1, "gap_ev": [7.28, 6.96], "homo_energy_ev": [-5.3, -5.0], "s2": 12.687, "symbols": ["Tb", "C", "C", "C", "C", "N", "C", "C", "N", "B", "N", "C", "C", "N", "C", "S", "C", "C", "C", "C", "N", "C", "C", "N", "C", "S", "C", "C", "C", "C", "C", "S", "H", "H", "H", "H", "H", "H", "H", "H", "H", "H", "H", "H", "H", "H", "H", "H", "H", "H", "H", "H", "H", "H", "H", "H", "H", "H", "H", "H", "H", "H", "H", "H", "H", "H", "O", "C", "O", "C", "P", "C", "C", "C", "C", "C", "C", "C", "C", "C", "C", "C", "C", "H", "H", "H", "H", "H", "H", "H", "H", "H", "H", "H", "H", "O", "C", "O", "C", "C", "C", "C", "C", "C", "O", "N", "O", "O", "N", "O", "O", "H", "H"], "coordinates": [[0.276, -0.547, -0.326], [-1.830, -4.137, 1.096], [-1.348, -4.377, 2.525], [-1.153, -5.883, 2.712], [-2.371, -3.866, 3.545], [-0.090, -3.670, 2.774], [1.049, -4.250, 3.271], [1.931, -3.265, 3.533], [1.357, -2.068, 3.204], [2.128, -0.752, 3.448], [3.233, -0.523, 2.399], [4.271, 0.333, 2.651], [5.100, 0.314, 1.588], [4.586, -0.564, 0.662], [3.423, -1.048, 1.169], [2.403, -2.213, 0.482], [5.272, -0.783, -0.617], [4.583, -1.814, -1.506], [5.321, 0.548, -1.370], [6.690, -1.284, -0.299], [1.174, 0.454, 3.560], [0.464, 0.675, 4.709], [-0.172, 1.858, 4.600], [0.135, 2.391, 3.372], [0.945, 1.496, 2.733], [1.600, 1.654, 1.185], [-0.185, 3.759, 2.947], [-0.773, 3.753, 1.534], [-1.226, 4.373, 3.888], [1.114, 4.571, 2.991], [0.131, -2.329, 2.711], [-0.968, -1.152, 2.159], [-2.744, -4.699, 0.922], [-1.075, -4.467, 0.387], [-2.034, -3.082, 0.923], [-2.097, -6.378, 2.504], [-0.862, -6.133, 3.730], [-0.413, -6.266, 2.014], [-3.319, -4.376, 3.402], [-2.516, -2.798, 3.415], [-2.018, -4.051, 4.558], [1.155, -5.305, 3.391], [2.926, -3.317, 3.919], [2.674, -0.865, 4.508], [4.326, 0.891, 3.561], [6.000, 0.862, 1.420], [3.595, -1.466, -1.802], [4.484, -2.773, -1.006], [5.183, -1.947, -2.404], [4.316, 0.925, -1.557], [5.811, 0.399, -2.329], [5.871, 1.305, -0.818], [6.647, -2.179, 0.319], [7.277, -0.531, 0.221], [7.202, -1.529, -1.225], [0.472, -0.029, 5.514], [-0.829, 2.336, 5.292], [-1.463, 2.919, 1.429], [0.012, 3.649, 0.791], [-1.313, 4.679, 1.349], [-2.136, 3.779, 3.878], [-1.472, 5.369, 3.529], [-0.856, 4.469, 4.906], [1.856, 4.094, 2.356], [1.503, 4.625, 4.007], [0.934, 5.578, 2.623], [-0.251, -4.512, -2.098], [-0.651, -3.393, -1.831], [-0.044, -2.502, -1.146], [-2.048, -2.929, -2.313], [-2.227, -1.161, -1.765], [-3.994, -0.994, -2.251], [-4.407, -1.151, -3.570], [-5.745, -1.062, -3.901], [-6.689, -0.823, -2.914], [-6.288, -0.689, -1.596], [-4.947, -0.781, -1.264], [-1.447, -0.323, -3.209], [-2.031, 0.825, -3.746], [-1.411, 1.520, -4.766], [-0.192, 1.089, -5.262], [0.392, -0.057, -4.748], [-0.224, -0.759, -3.726], [-2.812, -3.532, -1.814], [-2.161, -3.058, -3.393], [-3.677, -1.329, -4.349], [-6.056, -1.174, -4.931], [-7.736, -0.742, -3.174], [-7.023, -0.503, -0.824], [-4.622, -0.658, -0.242], [-2.989, 1.160, -3.369], [-1.874, 2.408, -5.171], [0.298, 1.643, -6.048], [1.335, -0.409, -5.141], [0.254, -1.659, -3.353], [2.633, 2.220, -2.397], [1.581, 1.684, -2.076], [1.460, 0.458, -1.749], [0.306, 2.536, -2.111], [0.307, 3.681, -2.860], [-0.821, 4.520, -2.927], [-1.967, 4.195, -2.216], [-2.001, 3.029, -1.481], [-0.859, 2.156, -1.357], [-0.894, 1.168, -0.573], [-3.197, 2.679, -0.811], [-3.988, 3.573, -0.537], [-3.405, 1.506, -0.548], [-0.805, 5.687, -3.729], [0.186, 5.931, -4.397], [-1.796, 6.406, -3.720], [1.204, 3.958, -3.396], [-2.844, 4.826, -2.257]], "lowdin_charge": [1.15, -0.04, -0.54, -0.05, -0.04, 0.01, -0.05, -0.08, 0.00, -0.60, 0.00, -0.08, -0.06, 0.01, -0.66, 0.75, -0.54, -0.09, -0.01, -0.03, 0.01, -0.07, -0.05, 0.00, -0.66, 0.79, -0.54, -0.05, -0.05, -0.03, -0.68, 0.69, 0.09, 0.08, 0.02, 0.09, 0.08, 0.09, 0.09, 0.03, 0.09, 0.11, 0.12, 0.12, 0.12, 0.11, 0.06, 0.05, 0.09, 0.07, 0.09, 0.08, 0.09, 0.07, 0.08, 0.12, 0.11, 0.09, 0.04, 0.09, 0.09, 0.09, 0.08, 0.05, 0.09, 0.09, 0.04, -0.73, -0.35, -0.21, 1.08, -0.37, -0.10, -0.09, -0.10, -0.09, -0.10, -0.35, -0.10, -0.08, -0.08, -0.07, -0.09, 0.09, 0.09, 0.11, 0.10, 0.10, 0.10, 0.10, 0.11, 0.11, 0.10, 0.11, 0.11, 0.05, -0.61, -0.22, -0.04, 0.08, -0.15, 0.09, -0.11, -0.32, -0.29, -0.33, 0.06, 0.06, -0.37, 0.06, 0.05, 0.13, 0.13]}

2.
{"formula": "C42H48ClINO2P3PbSb", "method": "the ωB97M-V functional and the def2-TZVPD basis", "total_charge": 3, "gap_ev": 5.26, "homo_energy_ev": -15.0, "symbols": ["Pb", "C", "C", "P", "C", "C", "C", "C", "C", "C", "C", "C", "C", "C", "C", "C", "C", "P", "C", "C", "C", "C", "C", "C", "C", "C", "C", "C", "C", "C", "H", "H", "H", "H", "H", "H", "H", "H", "H", "H", "H", "H", "H", "H", "H", "H", "H", "H", "H", "H", "H", "H", "H", "H", "H", "H", "Cl", "C", "C", "C", "I", "C", "O", "C", "N", "C", "C", "C", "C", "H", "H", "H", "H", "C", "Sb", "C", "C", "H", "H", "H", "H", "H", "H", "H", "H", "H", "C", "P", "C", "C", "O", "H", "H", "H", "H", "H", "H", "H", "H", "H"], "coordinates": [[-1.005, -0.850, -0.764], [-1.512, -2.156, 3.459], [-2.564, -2.640, 2.459], [-2.026, -2.929, 0.732], [-0.671, -4.122, 0.789], [-0.477, -4.983, 1.869], [0.561, -5.903, 1.847], [1.408, -5.973, 0.750], [1.216, -5.127, -0.334], [0.182, -4.205, -0.312], [-3.457, -3.781, 0.025], [-4.531, -3.031, -0.449], [-5.685, -3.660, -0.890], [-5.766, -5.047, -0.872], [-4.695, -5.800, -0.410], [-3.542, -5.172, 0.040], [-1.210, -0.659, 3.445], [-0.244, -0.016, 2.016], [1.364, -0.852, 2.125], [1.815, -1.498, 3.277], [3.054, -2.120, 3.293], [3.861, -2.098, 2.164], [3.432, -1.445, 1.017], [2.189, -0.831, 0.998], [0.059, 1.679, 2.628], [1.257, 2.043, 3.238], [1.345, 3.239, 3.943], [0.252, 4.095, 4.011], [-0.919, 3.773, 3.333], [-1.014, 2.570, 2.651], [-0.589, -2.723, 3.333], [-1.881, -2.402, 4.456], [-3.409, -1.948, 2.404], [-2.985, -3.593, 2.790], [-1.134, -4.953, 2.729], [0.705, -6.569, 2.687], [2.215, -6.693, 0.737], [1.871, -5.188, -1.193], [0.031, -3.561, -1.174], [-4.461, -1.950, -0.478], [-6.525, -3.073, -1.240], [-6.666, -5.541, -1.213], [-4.758, -6.880, -0.395], [-2.712, -5.769, 0.398], [-0.661, -0.385, 4.350], [-2.137, -0.078, 3.475], [1.212, -1.513, 4.176], [3.393, -2.617, 4.192], [4.827, -2.584, 2.181], [4.064, -1.414, 0.140], [1.876, -0.305, 0.102], [2.101, 1.366, 3.230], [2.248, 3.467, 4.494], [0.285, 4.975, 4.641], [-1.781, 4.424, 3.402], [-1.957, 2.298, 2.186], [4.791, 10.017, -0.851], [4.168, 8.494, -1.146], [3.409, 7.908, -0.096], [2.856, 6.677, -0.233], [1.815, 5.846, 1.313], [3.004, 5.922, -1.528], [2.456, 4.873, -1.701], [3.858, 6.570, -2.597], [4.026, 5.877, -3.698], [4.768, 6.423, -4.668], [5.364, 7.679, -4.576], [5.187, 8.408, -3.422], [4.415, 7.847, -2.392], [3.296, 8.475, 0.819], [4.889, 5.824, -5.562], [5.951, 8.065, -5.396], [5.633, 9.387, -3.311], [-4.710, 0.727, 1.318], [-3.488, 0.851, -0.415], [-4.935, 0.637, -1.948], [-3.086, 2.932, -0.558], [-5.486, 1.488, 1.248], [-4.121, 0.894, 2.218], [-5.176, -0.256, 1.368], [-5.751, 1.333, -1.759], [-5.319, -0.381, -1.964], [-4.477, 0.862, -2.909], [-3.958, 3.488, -0.218], [-2.889, 3.172, -1.602], [-2.219, 3.201, 0.040], [-4.290, -2.256, -4.375], [-2.677, -2.717, -3.747], [-1.500, -2.455, -5.073], [-2.732, -4.478, -3.429], [-2.308, -1.919, -2.507], [-4.532, -2.843, -5.261], [-4.299, -1.199, -4.638], [-5.043, -2.447, -3.610], [-1.799, -3.005, -5.966], [-0.514, -2.801, -4.762], [-1.446, -1.394, -5.313], [-2.913, -5.023, -4.357], [-3.533, -4.697, -2.723], [-1.783, -4.808, -3.004]], "lowdin_charge": [0.90, -0.27, -0.31, 0.93, -0.39, -0.09, -0.04, -0.04, -0.05, -0.12, -0.37, -0.12, -0.07, -0.05, -0.05, -0.07, -0.33, 0.93, -0.41, -0.09, -0.05, -0.05, -0.06, -0.13, -0.35, -0.07, -0.09, -0.12, -0.08, -0.12, 0.08, 0.13, 0.08, 0.10, 0.11, 0.12, 0.12, 0.12, 0.06, 0.05, 0.12, 0.12, 0.12, 0.11, 0.10, 0.08, 0.11, 0.12, 0.12, 0.11, 0.07, 0.11, 0.12, 0.12, 0.12, 0.07, 0.95, -0.51, -0.16, -0.60, 1.19, -0.34, 0.14, -0.13, 0.17, -0.03, 0.01, 0.03, -0.17, 0.11, 0.13, 0.13, 0.12, -0.28, 1.22, -0.28, -0.28, 0.03, 0.00, 0.01, 0.03, -0.01, 0.02, 0.03, 0.02, -0.01, -0.15, 0.57, -0.16, -0.14, -0.63, 0.07, 0.06, 0.05, 0.07, 0.06, 0.06, 0.08, 0.04, 0.06]}